Entry 1:
Molecular formula: C16H17BaClN3O2S3
Method: DFT, ωB97M-V with the def2-TZVPD basis set

Positions of all 43 atoms, in Å:
Ba 0.643294 -0.202655 0.277248
S 3.071313 -1.112910 -1.379404
C 3.813970 0.166023 -0.482046
C 4.884791 -0.179136 0.410067
C 5.640650 0.755280 0.981318
C 5.268157 2.104118 1.055454
C 4.103407 2.468209 0.423569
C 3.387834 1.575328 -0.430019
S 2.213551 2.375423 -1.310529
H 5.105543 -1.208367 0.599781
H 6.584095 0.464406 1.391592
H 5.805239 2.856102 1.620832
H 3.734079 3.488168 0.494500
C -3.017009 -2.941213 -1.761519
O -1.895608 -3.832039 -1.314318
C -1.003373 -3.032128 -0.706170
O -1.025822 -1.774580 -0.744905
N -0.069189 -3.798269 -0.087331
N 0.888918 -3.189520 0.752484
H -3.908653 -3.566773 -1.897519
H -2.673670 -2.421181 -2.661610
H -3.204332 -2.248134 -0.956941
H -0.302389 -4.797238 -0.002960
H 1.832971 -3.542140 0.651926
H 0.626759 -3.365838 1.755492
Cl 0.769940 -1.406710 3.705709
C 2.153390 -0.713592 2.811608
H 3.049622 -1.377883 2.982625
H 2.399707 0.247450 3.214803
S -3.433094 2.797800 1.787270
C -1.828965 2.160687 1.551915
N -1.664490 1.509544 0.425698
C -2.729858 1.643737 -0.418159
C -2.820157 1.208094 -1.773865
C -3.981770 1.589970 -2.541302
C -5.043424 2.228567 -1.900870
C -4.955925 2.636022 -0.541469
C -3.812805 2.338748 0.173698
H -1.020534 2.315873 2.227694
H -2.021399 0.626768 -2.236007
H -3.956511 1.370206 -3.633843
H -5.989561 2.461612 -2.486220
H -5.618673 3.322179 -0.028289

Forces on atoms 1 to 2 (eV/Å):
Ba 2.6 0.9 0.5
S -0.7 -0.5 -0.6

Summary:
E_LUMO, eV: 1.8076
Energy above the lowest of the compared OMol25 structures with the same formula, charge and spin, kJ/mol: 43.44
Frontier orbital gap, eV: 4.063
Total charge: -1
Electronic energy, Ha: -2614.9307



Entry 2:
Molecular formula: CH2BrClO
Method: DFT, ωB97M-V with the def2-TZVPD basis set

Positions of all 6 atoms, in Å:
C 0.268873 -0.082526 0.422941
O -1.098526 -0.418486 -0.732960
Cl 0.636088 1.630300 0.189430
Br 1.498885 -1.410930 0.092704
H -0.325480 -0.181209 1.258724
H -0.979842 0.462850 -1.230838

Forces on atoms 1 to 2 (eV/Å):
C 3.7 2.2 1.7
O -3.5 0.5 -4.0

Summary:
2S+1: 3
⟨S²⟩: 2.008
E_LUMO (spin up / spin down), eV: 0.7160 / -3.1616
Energy above the lowest of the compared OMol25 structures with the same formula, charge and spin, kJ/mol: 145.14
Frontier orbital gap (spin up / spin down), eV: 7.001 / 7.600
Electronic energy, Ha: -3148.5190



Entry 3:
Molecular formula: CH18O7
Method: DFT, ωB97M-V with the def2-TZVPD basis set

Positions of all 26 atoms, in Å:
C 2.797399 -0.758479 0.471319
H 2.355641 -0.333682 1.450431
H 3.640869 -1.396119 0.676232
H 3.086835 -0.040027 -0.235278
H 2.037128 -1.274037 0.139756
O -0.287422 0.176414 -0.445030
H 0.397685 0.849059 -0.594651
H -1.087627 0.601492 -0.797650
O -0.378750 -2.514900 -0.690121
H 0.231683 -1.719211 -0.738442
H 0.043284 -3.195107 -1.289754
O 0.027445 0.420441 2.208593
H 0.115694 0.058206 1.182313
H -0.231749 -0.358704 2.745088
O 2.224698 2.219097 2.117151
H 1.393172 1.660982 2.203504
H 2.956552 1.652159 2.518155
O -2.626169 0.388641 -1.560410
H -3.615472 0.254018 -1.406651
H -2.442299 -0.685555 -1.409668
O -3.237728 -2.123578 -1.411786
H -3.198862 -2.508343 -2.379277
H -2.469442 -2.726634 -1.067169
O 1.461148 2.459944 -0.644995
H 0.743324 3.142576 -0.667693
H 1.793393 2.361323 0.255615

Forces on atoms 1 to 2 (eV/Å):
C 2.2 2.2 4.1
H 1.2 -0.3 -1.5

Summary:
E_LUMO, eV: 0.2505
Energy above the lowest of the compared OMol25 structures with the same formula, charge and spin, kJ/mol: 192.80
Frontier orbital gap, eV: 11.228
SMILES: C.O.O.O.O.O.O.O
Electronic energy, Ha: -575.5301



Entry 4:
Molecular formula: C6H10BrF4O3P
Method: DFT, ωB97M-V with the def2-TZVPD basis set

Positions of all 25 atoms, in Å:
C 2.861219 -0.330003 1.022165
C 1.565700 0.386421 1.521713
O 0.607426 0.688317 0.472593
P -0.328612 -0.554574 -0.071672
O -0.208822 -1.798020 0.705342
O -1.664382 0.005484 -0.540413
C -2.882949 -0.065426 0.195150
C -2.887423 0.856380 1.455660
C 0.339928 -0.873834 -1.766803
F -0.633242 -1.424274 -2.489358
F 1.347602 -1.850292 -1.880850
C 0.851913 0.667624 -2.705993
F 0.498276 0.517158 -3.985531
F 0.283511 1.682267 -2.135035
Br 2.816328 0.847930 -2.385146
H 3.370917 0.174268 0.287809
H 3.602777 -0.465337 1.921280
H 2.590066 -1.372175 0.683525
H 1.700121 1.293051 1.992843
H 1.108195 -0.287153 2.329913
H -3.762506 -0.095855 -0.530873
H -2.801304 -1.055524 0.525425
H -3.225361 1.885779 1.400411
H -3.327301 0.316324 2.359059
H -1.822078 0.851464 1.618786

Forces on atoms 1 to 2 (eV/Å):
C -1.0 -1.9 3.4
C 0.0 -3.3 0.4

Summary:
E_LUMO, eV: 0.5239
Frontier orbital gap, eV: 10.900
SMILES: CCOP(=O)(OCC)C(F)(F)C(F)(F)Br
Electronic energy, Ha: -3775.1705



Entry 5:
Molecular formula: C23H33NOP2V
Method: DFT, ωB97M-V with the def2-TZVPD basis set

Positions of all 61 atoms, in Å:
C -1.939408 2.738598 -3.246430
C -1.576176 1.448558 -2.839081
C -0.224435 1.021582 -3.109727
C 0.802398 2.056722 -3.027198
C 0.387001 3.412158 -3.111527
C -0.944230 3.729628 -3.381359
C 2.102883 1.610645 -2.799535
C 2.417184 0.259677 -2.725742
C 1.305997 -0.687849 -2.845263
C 1.531828 -2.020238 -2.324735
C 2.821402 -2.535469 -2.443630
C 3.916020 -1.654170 -2.565727
C 3.718539 -0.269102 -2.527382
H -3.012159 3.010544 -3.339699
H 1.128672 4.201081 -2.930702
H -1.239724 4.753611 -3.661499
H 2.920846 2.369477 -2.790549
H 2.988873 -3.622896 -2.346122
H 4.936737 -2.075512 -2.642476
H 4.555272 0.414738 -2.363384
N 0.104373 -0.274234 -3.322611
V 0.230554 0.552754 0.542844
C -2.484241 0.643738 -1.963766
H -2.609970 -0.387324 -2.322020
H -3.453331 1.155321 -1.881094
C 0.504151 -2.794314 -1.540376
H -0.489712 -2.735419 -2.002324
H 0.819387 -3.848567 -1.538062
P -1.902612 0.533632 -0.158981
P 0.385613 -2.324302 0.261682
C 1.588020 -3.388300 1.133031
H 1.484025 -3.208550 2.212924
H 1.433367 -4.453397 0.903929
H 2.597419 -3.076004 0.841062
C -1.228378 -2.863571 0.885097
H -1.197938 -3.886135 1.280464
H -1.542983 -2.197098 1.695059
H -1.995226 -2.822209 0.106763
C -2.304748 2.228385 0.436665
H -3.393502 2.362088 0.325384
H -2.024635 2.330107 1.498745
H -1.770202 2.970344 -0.172994
C -3.328819 -0.324917 0.623374
H -3.094158 -0.514657 1.680143
H -4.215185 0.323482 0.566561
H -3.539747 -1.272844 0.116667
H 0.593024 0.048672 1.730768
H 1.016131 -1.063832 0.846923
C 0.735548 1.663496 4.558527
C 0.548802 0.207483 5.041114
C -0.087754 -0.550933 3.885207
O -0.791878 0.488951 3.125353
C -0.145679 1.828017 3.307100
H 0.505343 2.392825 5.336506
H 1.780511 1.830736 4.294786
H -0.185058 0.216102 5.847603
H 1.450620 -0.247477 5.445730
H 0.683701 -1.082009 3.293204
H -0.813096 -1.336838 4.212812
H -0.969382 2.557442 3.441363
H 0.510119 2.157560 2.446584

Forces on atoms 1 to 2 (eV/Å):
C -0.1 -1.0 0.8
C -0.2 0.8 -1.0

Summary:
2S+1: 2
⟨S²⟩: 0.771
E_LUMO (spin up / spin down), eV: -6.8178 / -6.7456
Frontier orbital gap (spin up / spin down), eV: 6.490 / 6.552
Total charge: +2
Electronic energy, Ha: -2652.1056



Entry 6:
Molecular formula: C4H9NO2
Method: DFT, ωB97M-V with the def2-TZVPD basis set

Positions of all 16 atoms, in Å:
C 0.089374 -2.174634 1.314313
C -0.469596 -0.911618 0.662452
C 0.579708 0.184749 0.567766
O 0.041155 1.369878 -0.035215
C 0.068999 1.383298 -1.386441
N -0.537307 2.506444 -1.862064
O 0.561285 0.513286 -2.073561
H 0.447874 -1.975590 2.331638
H -0.671211 -2.959207 1.379586
H 0.928429 -2.574829 0.734914
H -0.831699 -1.131464 -0.347795
H -1.325102 -0.533326 1.233347
H 0.908139 0.502127 1.561690
H 1.443466 -0.150354 -0.014687
H -0.811717 3.235798 -1.226429
H -0.421797 2.715441 -2.839515

Forces on atoms 1 to 2 (eV/Å):
C 0.0 0.0 0.0
C -0.1 0.0 0.0

Summary:
E_LUMO, eV: 0.9430
Energy above the lowest of the compared OMol25 structures with the same formula, charge and spin, kJ/mol: 12.90
Frontier orbital gap, eV: 11.349
SMILES: CCCOC(N)=O
Electronic energy, Ha: -363.0806